1.
{
  "formula": "C22H50Cl12N2O4",
  "method": "wB97M-V/def2-TZVPD",
  "smiles": "CC(N)=O.CC(N)=O.CC(C)O.CC(C)O.ClCCCl.ClCCCl.ClCCCl.ClCCCl.ClCCCl.ClCCCl",
  "homo_lumo_gap_ev": 9.42,
  "e_above_lowest_kj_mol": 243.8,
  "spin_multiplicity": 1,
  "species": ["C", "C", "N", "O", "H", "H", "H", "H", "H", "C", "C", "N", "O", "H", "H", "H", "H", "H", "C", "C", "C", "O", "H", "H", "H", "H", "H", "H", "H", "H", "C", "C", "C", "O", "H", "H", "H", "H", "H", "H", "H", "H", "Cl", "C", "C", "Cl", "H", "H", "H", "H", "Cl", "C", "C", "Cl", "H", "H", "H", "H", "Cl", "C", "C", "Cl", "H", "H", "H", "H", "Cl", "C", "C", "Cl", "H", "H", "H", "H", "Cl", "C", "C", "Cl", "H", "H", "H", "H", "Cl", "C", "C", "Cl", "H", "H", "H", "H"],
  "positions_angstrom": [[-0.198, -0.997, -1.440], [-0.106, -0.053, -0.210], [-0.519, 1.160, -0.413], [0.417, -0.396, 0.860], [-1.033, -1.696, -1.392], [0.740, -1.549, -1.496], [-0.390, -0.424, -2.347], [-0.915, 1.436, -1.300], [-0.406, 1.789, 0.370], [2.668, -0.656, 5.766], [2.603, -0.808, 4.309], [1.475, -0.554, 3.684], [3.611, -1.146, 3.640], [3.551, -0.028, 5.886], [2.950, -1.635, 6.155], [1.838, -0.286, 6.368], [1.346, -0.859, 2.730], [0.817, 0.006, 4.208], [-3.352, 3.268, -4.102], [-2.355, 2.158, -3.765], [-1.321, 2.181, -4.838], [-1.574, 2.602, -2.633], [-4.034, 3.499, -3.283], [-3.933, 2.946, -4.966], [-2.796, 4.122, -4.488], [-2.807, 1.171, -3.672], [-0.727, 3.095, -4.846], [-1.806, 2.057, -5.806], [-0.625, 1.345, -4.776], [-1.073, 3.367, -2.927], [-2.922, 0.181, 5.952], [-1.765, -0.400, 5.231], [-1.862, 0.006, 3.743], [-0.632, 0.159, 5.791], [-3.102, -0.388, 6.864], [-3.924, 0.115, 5.528], [-2.730, 1.235, 6.151], [-1.597, -1.474, 5.312], [-1.007, -0.209, 3.101], [-1.833, 1.089, 3.622], [-2.763, -0.402, 3.286], [-0.608, 1.105, 5.626], [1.919, -2.673, -6.985], [1.751, -3.531, -5.437], [2.557, -2.871, -4.277], [2.157, -1.211, -3.885], [2.071, -4.542, -5.686], [0.725, -3.708, -5.113], [3.621, -2.854, -4.513], [2.472, -3.437, -3.350], [5.187, 0.192, -1.430], [3.676, 1.142, -1.406], [3.531, 2.206, -2.426], [4.650, 3.595, -2.113], [3.730, 1.669, -0.453], [2.783, 0.518, -1.409], [2.502, 2.562, -2.394], [3.715, 1.803, -3.422], [-4.121, -3.894, -4.219], [-3.507, -4.752, -2.827], [-2.640, -3.917, -1.832], [-3.517, -2.460, -1.331], [-3.084, -5.711, -3.125], [-4.406, -5.023, -2.274], [-1.669, -3.644, -2.244], [-2.458, -4.419, -0.882], [0.721, 3.722, 1.422], [1.982, 4.422, 2.484], [2.903, 3.341, 2.972], [3.928, 3.894, 4.339], [1.551, 5.032, 3.277], [2.574, 5.108, 1.879], [3.575, 3.105, 2.146], [2.371, 2.440, 3.277], [-2.830, 2.722, 1.267], [-3.800, 1.272, 0.921], [-4.800, 1.380, -0.292], [-5.871, 2.778, -0.018], [-4.370, 1.026, 1.817], [-3.090, 0.484, 0.671], [-5.215, 0.377, -0.397], [-4.289, 1.543, -1.241], [4.107, -3.370, -1.403], [3.542, -2.448, -0.039], [2.883, -3.322, 0.979], [1.844, -4.636, 0.265], [2.917, -1.597, -0.311], [4.415, -1.979, 0.415], [2.285, -2.677, 1.623], [3.722, -3.787, 1.497]],
  "lowdin_charge": [-0.012, -0.579, 0.174, -0.014, 0.010, 0.039, 0.058, 0.065, -0.002, -0.007, -0.618, 0.191, -0.018, 0.090, 0.094, 0.071, 0.070, 0.069, -0.050, -0.454, -0.081, -0.098, 0.079, 0.083, 0.084, 0.147, 0.090, 0.090, 0.080, 0.090, -0.063, -0.499, -0.055, -0.066, 0.083, 0.082, 0.091, 0.151, 0.047, 0.065, 0.077, 0.098, 0.536, -0.640, -0.690, 0.600, 0.063, 0.067, 0.062, 0.006, 0.586, -0.685, -0.642, 0.528, 0.052, 0.048, 0.072, 0.068, 0.558, -0.686, -0.619, 0.552, 0.074, 0.055, 0.058, 0.072, 0.588, -0.646, -0.662, 0.546, 0.071, 0.073, 0.068, 0.053, 0.558, -0.649, -0.627, 0.545, 0.063, 0.047, 0.072, 0.045, 0.609, -0.706, -0.613, 0.483, 0.044, 0.061, 0.053, 0.078]
}

---

2.
{
  "formula": "C22H50F6Na3O16S2",
  "method": "wB97M-V/def2-TZVPD",
  "homo_lumo_gap_ev": 7.39,
  "e_above_lowest_kj_mol": 33.8,
  "spin_multiplicity": 1,
  "charge": 1,
  "species": ["Na", "Na", "Na", "C", "F", "F", "F", "S", "O", "O", "O", "C", "F", "F", "F", "S", "O", "O", "O", "C", "O", "C", "C", "O", "C", "H", "H", "H", "H", "H", "H", "H", "H", "H", "H", "C", "O", "C", "C", "O", "C", "H", "H", "H", "H", "H", "H", "H", "H", "H", "H", "C", "O", "C", "C", "O", "C", "H", "H", "H", "H", "H", "H", "H", "H", "H", "H", "C", "O", "C", "C", "O", "C", "H", "H", "H", "H", "H", "H", "H", "H", "H", "H", "C", "O", "C", "C", "O", "C", "H", "H", "H", "H", "H", "H", "H", "H", "H", "H"],
  "positions_angstrom": [[-15.554, 16.851, 3.133], [-15.284, 22.724, 3.481], [-17.407, 18.736, 6.019], [-12.571, 19.724, 5.810], [-11.892, 20.572, 5.075], [-11.960, 18.537, 5.814], [-12.602, 20.167, 7.067], [-14.283, 19.547, 5.151], [-14.167, 18.479, 4.185], [-15.081, 19.162, 6.313], [-14.642, 20.837, 4.632], [-18.781, 19.735, 1.859], [-19.085, 20.704, 1.003], [-19.641, 19.780, 2.886], [-18.880, 18.556, 1.275], [-17.085, 19.977, 2.459], [-17.111, 21.272, 3.106], [-16.865, 18.881, 3.418], [-16.229, 19.902, 1.310], [-12.951, 21.578, 1.231], [-13.011, 22.367, 2.403], [-11.900, 23.189, 2.617], [-12.183, 23.921, 3.919], [-13.486, 24.470, 3.797], [-13.848, 25.352, 4.840], [-12.125, 20.856, 1.255], [-12.818, 22.161, 0.308], [-13.900, 21.052, 1.126], [-11.778, 23.896, 1.791], [-10.988, 22.595, 2.751], [-11.453, 24.727, 4.039], [-12.186, 23.205, 4.746], [-14.173, 24.810, 5.735], [-14.720, 25.904, 4.478], [-13.064, 26.082, 5.039], [-15.336, 25.531, 8.809], [-14.480, 25.756, 9.869], [-14.349, 24.663, 10.742], [-13.638, 23.468, 10.112], [-12.415, 23.862, 9.602], [-11.751, 22.893, 8.834], [-14.965, 24.746, 8.130], [-15.465, 26.430, 8.210], [-16.331, 25.211, 9.155], [-15.336, 24.333, 11.100], [-13.778, 25.022, 11.596], [-14.328, 22.952, 9.418], [-13.534, 22.714, 10.921], [-10.790, 23.325, 8.571], [-12.313, 22.630, 7.929], [-11.615, 21.961, 9.402], [-14.087, 19.307, 9.702], [-13.973, 17.912, 9.795], [-13.136, 17.406, 8.791], [-12.764, 15.977, 9.068], [-12.160, 15.901, 10.334], [-11.655, 14.622, 10.672], [-13.111, 19.806, 9.665], [-14.565, 19.705, 10.598], [-14.683, 19.590, 8.822], [-12.202, 17.980, 8.699], [-13.653, 17.448, 7.818], [-12.042, 15.643, 8.301], [-13.629, 15.299, 8.995], [-10.636, 14.753, 11.039], [-11.651, 13.939, 9.818], [-12.247, 14.174, 11.475], [-9.102, 15.324, 3.589], [-10.313, 14.875, 4.168], [-11.279, 15.878, 4.246], [-12.665, 15.271, 4.300], [-13.449, 15.404, 3.118], [-12.891, 14.885, 1.926], [-8.864, 16.307, 3.996], [-9.176, 15.373, 2.495], [-8.374, 14.560, 3.842], [-11.213, 16.609, 3.428], [-11.146, 16.451, 5.171], [-13.227, 15.755, 5.098], [-12.576, 14.200, 4.516], [-13.032, 13.803, 1.865], [-11.839, 15.153, 1.818], [-13.426, 15.333, 1.087], [-10.406, 19.034, 8.781], [-9.423, 18.025, 8.686], [-9.912, 16.851, 8.120], [-8.770, 15.953, 7.776], [-8.076, 16.469, 6.661], [-6.978, 15.671, 6.322], [-11.397, 18.635, 9.047], [-10.537, 19.526, 7.805], [-10.086, 19.739, 9.541], [-10.498, 17.061, 7.208], [-10.620, 16.349, 8.799], [-9.135, 14.936, 7.554], [-8.099, 15.843, 8.639], [-6.601, 15.943, 5.334], [-7.271, 14.612, 6.281], [-6.091, 15.734, 6.969]],
  "lowdin_charge": [0.654, 0.570, 0.759, -0.658, 0.172, 0.133, 0.124, 0.525, -0.305, -0.342, -0.287, -0.688, 0.165, 0.132, 0.159, 0.524, -0.307, -0.370, -0.258, -0.064, -0.221, -0.188, -0.167, -0.221, -0.074, 0.099, 0.101, 0.077, 0.139, 0.138, 0.138, 0.125, 0.083, 0.098, 0.101, -0.135, -0.160, -0.193, -0.255, -0.154, -0.092, 0.069, 0.092, 0.094, 0.127, 0.132, 0.117, 0.132, 0.096, 0.075, 0.079, -0.102, -0.129, -0.228, -0.229, -0.175, -0.086, 0.077, 0.094, 0.075, 0.042, 0.124, 0.106, 0.136, 0.092, 0.089, 0.090, -0.090, -0.178, -0.228, -0.156, -0.238, -0.066, 0.089, 0.090, 0.090, 0.139, 0.100, 0.117, 0.140, 0.102, 0.088, 0.093, -0.085, -0.120, -0.227, -0.197, -0.170, -0.134, 0.030, 0.091, 0.102, 0.116, 0.091, 0.132, 0.139, 0.085, 0.089, 0.094]
}

---

Let's list calculated total energy in order: -185065.490 -107602.959 eV.